15
Properties=species:S:1:pos:R:3:forces:R:3 method="wB97M-V/def2-TZVPD" s_squared=2.0069 charge=0 total_energy_ha=-345.5748 lumo_energy_ev="0.9 / -1.3" homo_ha="-0.1732 / -0.4285" spin_multiplicity=3 max_force_ha_per_bohr=0.19117 e_above_lowest_kj_mol=162.6
H 0.496996 -0.911358 2.363688 0.1643 -0.3814 0.3416
C -1.288578 0.204740 0.245094 -8.3772 3.2748 -3.9661
O -1.133327 -0.669338 -3.254124 -0.5297 -0.3830 -0.3081
H 1.917340 -0.110192 -0.275348 -0.2798 1.5870 0.5958
H 1.367962 -1.788219 1.044274 -0.9842 1.4380 -0.0103
C 0.025014 0.084605 0.578365 7.4780 -2.5126 2.4302
H -1.271317 2.098552 -0.867410 -0.0033 -1.5418 0.9971
C 0.416472 -1.209939 1.315802 -0.2324 -0.1499 -0.0594
C 1.273303 0.761418 0.121106 -0.6704 -3.9210 -0.4210
H 1.691252 1.228623 0.951428 1.3468 0.7981 1.3861
C -0.273245 -0.101662 -2.819937 0.5049 0.3509 0.2541
H -0.348224 -1.991106 1.268114 -0.3020 0.2200 0.0415
H 1.155493 1.418360 -0.642820 -0.4078 2.2076 -2.2670
O -1.837847 1.377805 -0.481849 1.1120 -1.1158 0.8886
H -2.191293 -0.392288 0.453617 1.1808 0.1291 0.0968


16
Properties=species:S:1:pos:R:3:forces:R:3 method="wB97M-V/def2-TZVPD" charge=0 total_energy_ha=-743.9091 lumo_energy_ev=0.9 homo_ha=-0.3372 smiles=SC[C@@H]1[C@H]2OCO[C@@H]12 max_force_ha_per_bohr=0.03205 e_above_lowest_kj_mol=205.6
H 2.100201 -0.588477 1.464175 -0.4387 0.6799 0.1505
C -1.110549 -0.407957 -2.454240 -1.1196 0.1603 -0.9419
H -1.913456 -1.178111 -2.576562 0.6366 0.2666 -0.2086
C -0.889146 -0.185441 -0.251056 -1.2192 -1.0647 0.3113
C 0.541809 -0.000393 0.076995 1.2467 0.5131 -0.8515
S 0.860036 1.238995 2.538765 0.5208 -0.0321 0.0880
C 0.127708 -1.159882 -0.792737 -0.6780 -0.0794 0.9408
H -0.441700 1.424874 2.310992 -0.1344 -0.0862 -0.0932
H -1.635064 -0.464292 0.502710 0.5260 0.0446 -0.0378
C 1.048452 -0.237095 1.495929 -0.2536 -0.6761 -0.5447
H 0.512173 -1.077643 1.971253 0.0049 0.3507 -0.2928
H 0.161017 -2.163844 -0.454971 0.1616 -0.8052 0.3150
H 1.064013 0.719993 -0.570183 -0.1695 0.0745 0.7458
O 0.132849 -1.006416 -2.180321 0.0305 0.6267 0.0575
O -1.492512 0.402772 -1.370629 0.8003 0.6225 0.4184
H -1.040086 0.277339 -3.309406 0.0858 -0.5953 -0.0569


16
Properties=species:S:1:pos:R:3:forces:R:3 method="wB97M-V/def2-TZVPD" charge=0 total_energy_ha=-420.9915 lumo_energy_ev=0.8 homo_ha=-0.3431 smiles="O=CC1OCCCO1" max_force_ha_per_bohr=0.02904 e_above_lowest_kj_mol=169.5
O -3.234250 -0.007133 -0.168765 0.1126 0.0563 0.0648
C 0.640909 1.246670 -0.099894 0.1965 0.2015 -0.8929
H 0.207255 1.329457 -1.130091 -0.1140 -0.1639 0.7256
H 2.146438 -0.023800 0.847824 -0.4098 0.1279 -0.1439
O -0.309185 -1.263929 0.835651 0.6153 -0.1739 -0.1465
C 0.694182 -1.230936 -0.192478 -0.1752 -0.0696 -0.1989
H 0.208691 -1.280187 -1.188570 0.2564 -0.0269 0.3651
O -0.311099 1.102738 0.930955 -0.2214 0.1618 0.1568
H 1.110874 2.232602 0.042940 0.1825 -0.5965 0.2647
C -1.050684 -0.098204 0.900105 -0.6204 0.7990 -1.0987
H 1.303662 -2.131864 -0.061413 -0.2332 0.1952 -0.0048
H -1.554820 0.120335 -1.280560 -0.3067 0.0377 0.0536
C 1.538958 0.026249 -0.071533 0.7432 0.0205 0.2726
H 2.253343 0.054862 -0.885758 0.1295 0.0124 -0.3426
H -1.603659 -0.095026 1.808177 -0.5129 -0.2268 0.7448
C -2.040619 0.018170 -0.286583 0.3574 -0.3547 0.1805


16
Properties=species:S:1:pos:R:3:forces:R:3 method="wB97M-V/def2-TZVPD" charge=0 total_energy_ha=-420.7974 lumo_energy_ev=0.4 homo_ha=-0.3659 max_force_ha_per_bohr=0.19848 e_above_lowest_kj_mol=679.2
H -0.968439 2.031076 0.800546 0.3033 -1.6246 -2.7791
H -2.318962 0.205623 0.876878 -2.0593 0.4493 -0.7581
H 2.844420 -0.200902 1.567446 -1.9512 -1.6401 -3.8787
H -1.743758 -1.168108 -0.833791 1.4484 0.6172 -1.1109
C -0.616624 1.290790 -0.179662 2.4073 9.4541 2.9987
H 0.429447 1.886829 -0.406043 -2.4905 -1.2873 -0.7828
C 2.081889 -0.544799 0.482929 0.2588 0.4395 -5.6035
C -0.349710 0.005000 0.239848 -1.5338 -3.8847 2.9624
C -1.487046 -0.254884 1.277183 1.3588 -4.3831 -0.2680
H -0.055526 -0.769279 -1.837635 -2.4637 1.3382 1.5995
O 0.823862 -0.288550 0.889124 2.9629 -0.5563 1.5613
H -1.710155 -1.430123 1.590990 0.9215 3.3168 -0.6014
O 2.281320 -0.840536 -0.836828 -0.1779 1.6267 8.6060
O -1.582959 0.952974 -1.114765 1.9405 -1.6637 -1.0821
H -1.081329 0.428430 1.918040 0.2518 0.8613 3.5262
C -0.890758 -0.425217 -1.016411 -1.1769 -3.0632 -4.3896